16
Properties=species:S:1:pos:R:3 method="wB97M-V/def2-TZVPD" orbital_gap_ev=4.240 e_homo_ev=-8.2 e_lumo_ev=-3.99 max_force_ev_per_a=2.6
H 0.6234 0.0589 1.4268
H -0.7419 -0.5937 -1.1738
N -0.9284 1.1829 -0.0508
H -2.8594 1.2716 0.5370
H 0.3734 -1.5658 0.6904
O -1.9914 -0.3356 1.3981
C 0.6907 -0.5390 0.5234
H -1.7365 1.6402 1.7731
H 0.4982 0.5945 -1.3390
O 1.5570 -1.7716 -1.6210
C -0.1649 0.1263 -0.5989
N 2.0802 -0.4254 0.1942
H 3.4283 -1.2581 -1.1817
C 2.3689 -1.1813 -0.9245
H -1.2867 1.9366 -0.6269
C -1.9110 0.8596 0.9736

***

16
Properties=species:S:1:pos:R:3 method="wB97M-V/def2-TZVPD" orbital_gap_ev=9.167 e_homo_ev=-8.7 e_lumo_ev=0.47 max_force_ev_per_a=6.1 smiles="C=NN(C)CC(=O)O"
H -2.1553 -2.2264 0.2969
H -2.4076 -0.4047 -0.1055
H -1.1131 2.4134 -0.6945
C -1.1203 1.1534 -0.7674
C 2.2271 -0.3410 -0.0194
C 1.2782 0.6549 0.7988
C -1.8541 -1.2328 0.1249
H 1.6289 0.6234 1.9738
N -0.2762 0.3589 0.4840
O 1.6137 -1.4916 -0.4979
H 0.8235 -1.7413 -0.1022
H 1.3974 1.7798 0.5557
H -2.3556 0.8684 -0.6152
H -0.4523 0.5043 -1.6884
N -0.6076 -0.9241 0.4789
O 3.3733 0.0053 -0.2225

***

16
Properties=species:S:1:pos:R:3 method="wB97M-V/def2-TZVPD" orbital_gap_ev=7.988 e_homo_ev=-8.4 e_lumo_ev=-0.44 max_force_ev_per_a=6.3
C -1.8290 -0.8578 0.5116
H -1.9114 -1.2920 -0.4907
C 0.2704 0.9323 -1.6600
H -1.6558 -1.6660 1.2305
H -0.2928 0.7817 -2.5901
O -0.7903 0.0983 0.5490
O 0.3159 -1.4422 -1.3642
H 2.1896 -0.2680 0.1063
H 0.4589 2.8062 -1.8980
C 1.1552 -0.1653 0.4624
H 0.4327 -0.0931 2.3365
N 0.7522 2.0498 -1.2749
N 1.2814 -0.2155 1.7883
H 2.0751 0.0328 2.3642
H -2.7881 -0.3824 0.7426
C 0.3362 -0.3188 -0.8137

***

16
Properties=species:S:1:pos:R:3 method="wB97M-V/def2-TZVPD" orbital_gap_ev=8.805 e_homo_ev=-8.3 e_lumo_ev=0.48 max_force_ev_per_a=4.7
N -0.2447 1.0310 0.7031
H -1.3241 -0.3613 -1.3553
O 2.5304 -0.3511 -1.0704
O 0.9306 -1.7180 0.6239
C 1.3079 0.1683 -0.8239
C 0.3016 -0.8187 0.0322
H -0.6540 -2.0134 -1.4755
H -1.3471 0.8186 2.3769
N -1.4372 0.6635 1.3752
C -0.9182 -1.2033 -0.7935
H 1.1835 2.3980 -0.5615
H 0.2149 1.6559 1.3756
H -1.6854 -1.5780 -0.1147
H -2.2164 1.2264 1.0421
H 2.4670 -1.2833 -0.7670
C 0.8910 1.3654 -0.5669

***

16
Properties=species:S:1:pos:R:3 method="wB97M-V/def2-TZVPD" orbital_gap_ev=10.686 e_homo_ev=-9.8 e_lumo_ev=0.86 max_force_ev_per_a=3.0
C 0.8436 -0.7065 0.4206
H -2.4746 0.1069 0.7888
H 2.9077 0.8070 -1.3045
H -0.6785 0.5581 -2.1027
C 2.2794 1.0338 -0.4422
O -1.1401 -0.7652 -0.5766
O -1.0774 1.6282 -0.4111
H 1.9482 2.0738 -0.4437
H -1.8298 -1.5133 1.1808
H 2.9076 0.8686 0.4343
C -2.1892 -0.8640 0.3770
C -0.6769 0.6534 -1.0088
N 1.1049 0.1845 -0.4271
H 0.2065 -1.3644 2.1625
N 0.9148 -1.3499 1.4448
H -3.0461 -1.3509 -0.0919

***

16
Properties=species:S:1:pos:R:3 method="wB97M-V/def2-TZVPD" orbital_gap_ev=10.463 e_homo_ev=-9.9 e_lumo_ev=0.52 max_force_ev_per_a=4.2
H 2.0803 -1.8463 1.5653
O 1.3970 1.8481 0.9294
H -2.5901 1.3835 0.3718
C -0.9172 0.5845 -0.7128
H -0.2278 -0.6288 -2.0136
N -0.8116 1.4734 -1.6244
H -1.2585 0.8318 1.3784
H -1.1673 2.3865 -1.3651
N 1.8470 -0.3171 0.1891
C -1.8343 0.6094 0.4809
O -0.6422 -0.7138 -1.1402
H 0.7862 -2.0847 0.3705
C 1.7961 -1.6955 0.5199
H 2.4971 -2.2261 -0.1230
C 1.3542 0.7497 0.5253
H -2.3088 -0.3547 0.6484

***

16
Properties=species:S:1:pos:R:3 method="wB97M-V/def2-TZVPD" orbital_gap_ev=9.613 e_homo_ev=-8.9 e_lumo_ev=0.71 max_force_ev_per_a=3.7 smiles="NCC(=O)CNC=O"
N 0.6386 -1.8766 1.4233
C 0.9127 0.3737 0.1778
C -1.7667 0.4985 -0.4374
H 1.1454 2.0308 -1.1822
O 1.5070 0.7610 1.1742
H -0.1731 -1.6365 1.9898
H 0.3577 0.5275 -1.9380
O -2.0047 -0.1292 -1.4595
H 1.3072 -1.6514 -0.5491
H -0.3910 -1.7007 -0.3910
C 0.5356 1.1359 -1.0506
H -0.7906 2.2859 0.2316
H 1.4382 -1.4497 1.8933
H -2.5066 0.6845 0.3572
C 0.4978 -1.3012 0.0961
N -0.7075 1.4475 -0.3354

***

16
Properties=species:S:1:pos:R:3 method="wB97M-V/def2-TZVPD" orbital_gap_ev=9.979 e_homo_ev=-9.3 e_lumo_ev=0.67 max_force_ev_per_a=1.6 smiles="CNCC(=O)NC=O"
C 2.0179 -0.4700 0.1685
H -1.0548 -1.7220 0.9641
H 2.0604 -0.0551 1.1613
C -1.9636 -1.3395 0.4668
H -1.6267 0.4215 -1.5680
H -2.6711 -1.8419 1.1535
H -1.9076 -1.6740 -0.6111
N 0.8161 -0.2355 -0.5207
H -1.7698 1.8323 -0.8800
H -2.2137 0.5558 1.3296
O 0.5354 1.7825 0.3920
H 0.7314 -0.7963 -1.3590
C 0.0055 0.8608 -0.1880
C -1.4554 0.8208 -0.5587
N -2.2464 0.1182 0.4244
O 2.8459 -1.2019 -0.3075

***

16
Properties=species:S:1:pos:R:3 method="wB97M-V/def2-TZVPD" orbital_gap_ev=8.047 e_homo_ev=-8.3 e_lumo_ev=-0.29 max_force_ev_per_a=5.5 smiles="CN=C=O.C=NCO"
C 1.5298 -2.1111 0.4225
H -1.9447 -0.7715 0.1664
H -2.8756 1.3436 0.3843
O -2.2621 1.0771 1.0817
H 0.5275 -2.5208 0.5779
H 2.1787 -2.7580 -0.1763
H -0.7636 -0.2094 1.4178
N 1.4091 -0.8643 -0.2302
H 1.9944 -2.0196 1.4080
C 1.4812 0.3642 -0.2724
N -0.5292 0.6721 -0.6813
C -0.5696 1.7969 -1.2336
H -0.0873 2.7113 -0.8808
C -1.4474 0.0832 0.6265
O 2.2235 1.2949 -0.3391
H -0.8647 1.9114 -2.2713

***

16
Properties=species:S:1:pos:R:3 method="wB97M-V/def2-TZVPD" orbital_gap_ev=6.987 e_homo_ev=-9.1 e_lumo_ev=-2.09 max_force_ev_per_a=13.1
H 0.5069 2.5216 -3.0010
C 0.0816 2.3466 -2.0223
H -1.8525 0.2513 -1.4161
N 0.3800 -0.3841 1.8837
C 0.5602 -1.3428 2.8483
H -2.4371 -1.7060 -1.0258
H 0.2455 -0.8108 3.7276
C -1.6878 -0.6883 -0.6113
N 0.8940 0.9788 -1.8851
O 0.0577 0.9592 -0.3434
C -0.0934 -0.4816 -0.4111
O 0.4349 -1.3633 0.6563
H 0.8380 -2.7940 2.7261
H -1.2527 3.4282 -1.0744
H 0.1950 -0.7425 -1.5530
H -2.2653 -0.0808 0.3012